Entry 1:
C39H82ClF6N2O8 | ωB97M-V with the def2-TZVPD basis set

Atoms and positions in Å:
C: 1.697 4.496 2.913
O: 0.787 5.073 1.911
C: -0.288 4.141 1.533
C: -0.175 3.604 -0.043
C: 1.373 3.422 -0.557
C: 1.545 3.244 -2.180
C: 0.772 1.938 -2.815
C: 1.179 0.519 -2.029
C: 2.729 0.083 -2.310
C: 3.418 -0.876 -1.179
C: 2.404 -1.480 -0.046
C: 2.352 -0.634 1.367
N: 1.322 -1.382 2.185
C: 0.892 -0.950 3.569
F: -0.572 -0.865 3.776
F: 1.418 0.456 3.743
F: 1.602 -1.746 4.640
C: 0.841 -2.551 1.352
C: -0.292 -3.683 1.701
O: -0.663 -3.780 3.121
C: -2.140 -3.827 3.231
F: -2.771 -4.912 2.428
F: -2.517 -4.115 4.665
F: -2.792 -2.541 2.822
N: 1.468 -2.667 -0.024
Cl: 1.238 -3.799 -1.307
H: 2.338 5.320 3.489
H: 2.464 3.804 2.362
H: 1.159 3.871 3.760
H: -0.342 3.234 2.308
H: -1.306 4.764 1.575
H: -0.806 4.351 -0.712
H: -0.732 2.550 -0.044
H: 2.088 4.322 -0.239
H: 1.811 2.477 0.026
H: 1.278 4.233 -2.794
H: 2.708 3.058 -2.369
H: 0.967 1.863 -3.990
H: -0.414 2.022 -2.718
H: 0.896 0.697 -0.909
H: 0.482 -0.311 -2.526
H: 2.734 -0.534 -3.330
H: 3.459 1.005 -2.509
H: 3.962 -1.785 -1.694
H: 4.271 -0.282 -0.594
H: 2.958 0.322 1.670
H: 0.165 -4.730 1.388
H: -1.214 -3.478 0.975
C: 0.964 -8.467 1.393
C: 1.267 -7.794 0.067
O: 2.554 -7.183 0.022
C: 3.675 -8.047 0.183
C: 3.781 -9.106 -0.900
H: 1.130 -7.777 2.226
H: -0.074 -8.812 1.420
H: 1.609 -9.337 1.557
H: 0.537 -6.992 -0.092
H: 1.147 -8.491 -0.769
H: 3.666 -8.501 1.179
H: 4.566 -7.412 0.139
H: 2.958 -9.825 -0.839
H: 4.719 -9.662 -0.803
H: 3.741 -8.649 -1.895
C: -3.656 -10.441 2.089
C: -3.755 -9.698 0.769
O: -2.792 -10.120 -0.194
C: -2.862 -11.482 -0.609
C: -4.174 -11.839 -1.285
H: -2.633 -10.408 2.476
H: -4.330 -9.999 2.829
H: -3.928 -11.495 1.975
H: -3.564 -8.634 0.951
H: -4.764 -9.764 0.351
H: -2.657 -12.148 0.235
H: -2.047 -11.630 -1.326
H: -5.011 -11.797 -0.581
H: -4.131 -12.854 -1.693
H: -4.395 -11.139 -2.097
C: -1.795 8.744 0.978
C: -3.093 8.132 0.483
O: -3.714 7.272 1.435
C: -4.113 7.869 2.666
C: -5.149 8.966 2.496
H: -1.117 7.970 1.349
H: -1.299 9.294 0.172
H: -1.972 9.445 1.801
H: -2.875 7.514 -0.395
H: -3.795 8.903 0.152
H: -3.238 8.233 3.214
H: -4.548 7.068 3.273
H: -4.732 9.833 1.975
H: -5.511 9.305 3.472
H: -5.999 8.609 1.906
C: -1.515 2.954 8.017
C: -1.614 3.697 6.697
O: -0.651 3.275 5.735
C: -0.721 1.913 5.320
C: -2.033 1.556 4.644
H: -0.492 2.986 8.405
H: -2.189 3.396 8.757
H: -1.787 1.900 7.904
H: -1.423 4.761 6.880
H: -2.623 3.631 6.280
H: -0.516 1.247 6.164
H: 0.094 1.765 4.603
H: -2.870 1.598 5.348
H: -1.990 0.541 4.236
H: -2.254 2.256 3.832
C: 6.155 4.304 -5.981
C: 5.215 4.394 -4.793
O: 5.387 3.336 -3.852
C: 6.662 3.247 -3.222
C: 7.016 4.473 -2.399
H: 6.098 3.315 -6.447
H: 5.902 5.063 -6.728
H: 7.195 4.465 -5.682
H: 4.184 4.320 -5.156
H: 5.298 5.364 -4.293
H: 7.439 3.030 -3.963
H: 6.618 2.378 -2.556
H: 7.163 5.352 -3.034
H: 7.941 4.305 -1.840
H: 6.213 4.711 -1.694
C: -2.694 4.389 -5.396
C: -1.830 3.263 -5.933
O: -2.047 2.017 -5.276
C: -3.356 1.465 -5.375
C: -3.773 1.155 -6.802
H: -2.598 4.467 -4.308
H: -2.405 5.343 -5.846
H: -3.753 4.222 -5.618
H: -0.777 3.521 -5.768
H: -1.954 3.149 -7.015
H: -4.084 2.119 -4.884
H: -3.343 0.531 -4.803
H: -3.892 2.069 -7.392
H: -4.729 0.622 -6.814
H: -3.018 0.540 -7.302

Properties
Charge ... +1
HOMO level ... -10.86 eV
LUMO energy ... -4.7 eV

Löwdin population analysis, charges in e, atoms 1 to 5: atom 1 (C): -0.12, atom 2 (O): -0.26, atom 3 (C): -0.20, atom 4 (C): -0.16, atom 5 (C): -0.21

Entry 2:
C39H82ClN14O14S2 | ωB97M-V with the def2-TZVPD basis set

Atoms and positions in Å:
C: -2.075 2.300 -1.923
C: -2.099 0.763 -1.883
C: -1.022 0.269 -0.934
C: -0.817 -1.271 -1.044
C: 0.464 -1.612 -0.402
N: 1.628 -0.960 -0.484
C: 2.532 -1.601 0.219
N: 3.822 -1.191 0.346
C: 4.152 0.078 -0.343
C: 4.290 -0.131 -1.871
C: 5.680 0.263 -2.404
C: 5.991 -0.485 -3.719
S: 5.098 0.307 -5.054
O: 5.194 1.727 -4.943
O: 3.752 -0.195 -5.025
Cl: 6.043 -0.192 -6.801
S: 5.080 -1.946 1.156
C: 5.476 -3.437 0.228
O: 4.757 -2.240 2.517
O: 6.259 -1.136 1.074
N: 1.979 -2.705 0.784
C: 2.352 -3.784 1.687
C: 1.787 -3.620 3.126
C: 1.835 -2.220 3.728
N: 0.967 -1.219 3.305
O: 2.596 -2.004 4.641
N: 0.686 -2.667 0.383
N: -0.340 -3.574 0.752
C: -0.455 -4.471 -0.111
O: -0.458 -5.348 -0.845
H: -1.156 2.684 -2.369
H: -2.150 2.730 -0.922
H: -2.906 2.645 -2.535
H: -3.089 0.493 -1.523
H: -1.947 0.412 -2.905
H: -0.066 0.751 -1.129
H: -1.321 0.445 0.099
H: -1.654 -1.755 -0.540
H: -0.762 -1.583 -2.090
H: 3.350 0.794 -0.192
H: 5.042 0.537 0.073
H: 3.552 0.492 -2.368
H: 4.084 -1.175 -2.108
H: 5.740 1.332 -2.594
H: 6.457 -0.015 -1.691
H: 5.656 -1.512 -3.619
H: 7.057 -0.403 -3.918
H: 5.564 -4.233 0.963
H: 6.369 -3.280 -0.361
H: 4.640 -3.708 -0.417
H: 1.880 -4.690 1.309
H: 3.405 -4.007 1.739
H: 0.734 -3.912 3.095
H: 2.278 -4.300 3.811
H: 1.261 -0.326 3.681
H: 0.865 -1.123 2.304
C: 1.558 6.822 -2.045
C: 0.609 5.762 -2.547
O: -0.567 5.725 -2.223
N: 1.102 4.814 -3.390
C: 2.452 4.663 -3.891
H: 1.022 7.496 -1.386
H: 2.376 6.373 -1.482
H: 1.962 7.399 -2.878
H: 0.408 4.144 -3.681
H: 2.435 4.712 -4.981
H: 2.833 3.686 -3.585
H: 3.106 5.439 -3.509
C: -1.930 6.352 0.377
C: -2.218 5.188 1.291
O: -2.242 4.032 0.880
N: -2.451 5.459 2.600
C: -2.457 6.760 3.254
H: -1.770 5.978 -0.633
H: -2.774 7.044 0.365
H: -1.029 6.876 0.702
H: -2.638 4.641 3.158
H: -1.706 6.780 4.047
H: -3.439 6.936 3.699
H: -2.244 7.549 2.540
C: -4.831 -3.185 -1.856
C: -4.373 -3.078 -0.427
O: -3.400 -2.391 -0.106
N: -5.065 -3.761 0.507
C: -6.225 -4.617 0.312
H: -4.179 -2.580 -2.480
H: -4.788 -4.220 -2.199
H: -5.851 -2.813 -1.957
H: -4.710 -3.641 1.443
H: -7.063 -4.227 0.892
H: -5.996 -5.623 0.664
H: -6.506 -4.665 -0.734
C: 0.144 1.621 -6.375
C: -0.781 0.541 -6.883
O: -1.950 0.479 -6.540
N: -0.266 -0.378 -7.743
C: 1.086 -0.471 -8.261
H: -0.408 2.271 -5.701
H: 0.980 1.180 -5.829
H: 0.519 2.221 -7.206
H: -0.938 -1.068 -8.037
H: 1.054 -0.410 -9.350
H: 1.503 -1.438 -7.971
H: 1.722 0.319 -7.878
C: -3.054 -7.272 -0.848
C: -4.335 -7.637 -1.553
O: -5.333 -6.928 -1.486
N: -4.355 -8.783 -2.270
C: -3.287 -9.751 -2.470
H: -3.197 -6.329 -0.322
H: -2.792 -8.043 -0.122
H: -2.246 -7.150 -1.569
H: -5.243 -8.959 -2.713
H: -3.078 -9.830 -3.539
H: -3.617 -10.721 -2.100
H: -2.382 -9.466 -1.948
C: -0.770 8.263 7.848
C: -0.483 7.134 6.889
O: -0.733 7.222 5.693
N: 0.066 6.004 7.394
C: 0.429 5.717 8.771
H: -1.205 9.089 7.295
H: -1.478 7.944 8.613
H: 0.150 8.605 8.322
H: 0.231 5.293 6.699
H: 1.496 5.500 8.828
H: -0.123 4.842 9.117
H: 0.204 6.556 9.420
C: -2.126 -9.773 2.865
C: -2.495 -10.536 1.616
O: -2.369 -10.051 0.497
N: -2.975 -11.791 1.769
C: -3.194 -12.529 3.002
H: -1.759 -8.791 2.578
H: -2.997 -9.646 3.508
H: -1.340 -10.292 3.413
H: -3.202 -12.243 0.897
H: -2.600 -13.443 2.988
H: -4.247 -12.800 3.081
H: -2.915 -11.940 3.868
C: 1.700 10.823 1.529
C: 1.784 9.319 1.631
O: 2.146 8.624 0.691
N: 1.440 8.750 2.813
C: 0.986 9.393 4.035
H: 2.005 11.121 0.531
H: 0.678 11.162 1.699
H: 2.366 11.293 2.253
H: 1.518 7.745 2.809
H: 1.676 9.143 4.844
H: -0.001 9.007 4.284
H: 0.939 10.471 3.928

Properties
Charge ... +1
HOMO level ... -10.03 eV
LUMO energy ... -2.7 eV

Löwdin population analysis, charges in e, atoms 1 to 5: atom 1 (C): -0.09, atom 2 (C): -0.24, atom 3 (C): -0.18, atom 4 (C): -0.09, atom 5 (C): -0.20